(1)
This record from OMol25 describes a molecular structure, C53H47N10S6SnTe. The level of theory is wB97M-V/def2-TZVPD.

Results
ΔE to the lowest compared entry with this formula, charge and spin: 11.4 kJ/mol
total charge: -1
frontier orbital gap: 0.1756 Ha
E_HOMO: -0.11512 Eh

CARTESIAN COORDINATES (ANGSTROEM)
Sn -1.94496 1.22174 -1.35851
C -4.19758 4.91886 0.61602
C -3.31548 4.05490 -0.23286
N -3.68512 2.93124 -0.73953
N -4.97915 2.55595 -0.52538
C -5.29837 1.30532 -0.71020
N -6.61884 1.01803 -0.42955
S -4.33797 -0.05900 -1.18925
C -1.91858 4.46903 -0.46828
C -1.36221 5.56836 0.19194
C -0.05387 5.92237 -0.06924
C 0.68938 5.17875 -0.98153
C 0.06908 4.10482 -1.59269
N -1.19230 3.75688 -1.34262
H -5.20492 4.51845 0.60247
H -4.20377 5.94980 0.24747
H -3.81404 4.90477 1.64116
H -7.24401 1.80716 -0.39887
H -6.96955 0.14857 -0.78453
H -1.95267 6.12045 0.91062
H 0.38690 6.77807 0.42940
H 1.72036 5.41869 -1.20503
H 0.58635 3.48403 -2.31868
N -1.04817 -0.90512 -2.20989
S 0.00386 -1.89597 -2.20066
N 0.56406 -2.55849 -0.74813
S 1.76442 -2.19274 0.14030
N 2.18817 -0.79271 0.56353
S 1.03590 0.48897 0.75180
N 0.58972 1.05072 -0.50712
C -0.08166 -0.38376 1.87045
C -1.15617 -1.05479 1.31323
C -1.96352 -1.83802 2.13020
C -1.67205 -1.96188 3.47832
C -0.58986 -1.27893 4.02623
C 0.20830 -0.48356 3.22766
C 2.05149 1.53252 1.79160
C 3.11339 1.07152 2.55916
C 3.79559 1.96349 3.37534
C 3.40398 3.29556 3.42707
C 2.36160 3.75127 2.63052
C 1.68832 2.87090 1.79757
C 1.50353 -3.25533 1.55593
C 0.62281 -4.32298 1.49481
C 0.51502 -5.16626 2.59143
C 1.28253 -4.93927 3.72444
C 2.16043 -3.86427 3.77123
C 2.27708 -3.01886 2.68097
C 3.28072 -2.90902 -0.47952
C 4.46519 -2.19606 -0.40606
C 5.64768 -2.81157 -0.79888
C 5.63041 -4.12064 -1.25646
C 4.43005 -4.81656 -1.34234
C 3.24847 -4.21297 -0.94997
C -0.55453 -3.46744 -2.87758
C -0.34001 -3.82801 -4.19752
C -0.88277 -5.01344 -4.67534
C -1.63983 -5.82120 -3.84248
C -1.88793 -5.42848 -2.53085
C -1.35791 -4.24400 -2.04997
C 1.56812 -1.53390 -3.02640
C 1.98279 -0.21107 -3.00260
C 3.25107 0.10472 -3.47291
C 4.08045 -0.88928 -3.97403
C 3.65542 -2.21234 -3.99295
C 2.40198 -2.54469 -3.50173
H -1.36905 -0.97292 0.25600
H -2.82713 -2.33023 1.70001
H -2.29754 -2.57806 4.11357
H -0.38240 -1.35196 5.08662
H 1.01588 0.09107 3.65831
H 3.41544 0.03495 2.50528
H 4.62419 1.61670 3.98037
H 3.91914 3.98247 4.08793
H 2.05756 4.79002 2.66124
H 0.88417 3.20249 1.15370
H 0.03175 -4.46999 0.60035
H -0.16689 -6.00691 2.55685
H 1.19147 -5.59765 4.57909
H 2.75828 -3.68877 4.65626
H 2.95512 -2.17426 2.68882
H 4.43398 -1.17246 -0.05364
H 6.58199 -2.26781 -0.74061
H 6.55508 -4.60331 -1.54804
H 4.41929 -5.83287 -1.71545
H 2.30003 -4.73724 -1.01364
H 0.22955 -3.18242 -4.85154
H -0.72034 -5.29620 -5.70836
H -2.05827 -6.74741 -4.21581
H -2.50678 -6.04104 -1.88740
H -1.56520 -3.90264 -1.04200
H 1.33025 0.54115 -2.56975
H 3.58783 1.13347 -3.44176
H 5.06797 -0.63777 -4.34289
H 4.30538 -2.99134 -4.37398
H 2.08693 -3.57805 -3.48099
Te -2.10494 2.04723 -4.07884
C -2.16885 0.23088 -5.14088
C -1.12960 -0.48270 -5.67365
C -1.54710 -1.59484 -6.46162
C -2.90347 -1.71567 -6.51705
S -3.66475 -0.48081 -5.60125
H -0.09430 -0.20616 -5.50627
H -0.86632 -2.26404 -6.97630
H -3.49126 -2.45820 -7.03708
C -3.33738 6.70423 4.56822
C -2.48908 5.46874 4.70073
C -1.82262 5.15715 5.87953
C -1.10157 3.97163 5.86402
N -1.02801 3.16361 4.82305
C -1.71086 3.52964 3.68898
S -1.63725 2.49880 2.32401
N -2.42559 4.68925 3.62937
H -3.30360 7.31339 5.47305
H -4.37058 6.41313 4.37185
H -3.00027 7.30107 3.71924
H -1.86761 5.79418 6.75315
H -0.54950 3.65521 6.74845

***

(2)
This record from OMol25 describes a molecular structure, C53H48BF7NO2P3S2Sr at a distorted geometry. The level of theory is wB97M-V/def2-TZVPD.

Results
total charge: -2
frontier orbital gap: 0.2563 Ha
E_HOMO: -0.11208 Eh

CARTESIAN COORDINATES (ANGSTROEM)
Sr 0.12825 -0.13264 -0.05094
S -0.57225 -2.57081 -0.52584
P 1.39313 -2.34263 -0.14168
C 2.25332 -0.80299 -0.21631
P 1.79625 -0.65572 -1.93496
S -0.06126 -0.29595 -2.61378
C 2.36392 -1.96695 -3.20381
C 1.53741 -3.00956 -3.61194
C 2.03258 -4.04167 -4.40338
C 3.35657 -4.03197 -4.82524
C 4.17131 -2.96186 -4.48532
C 3.68051 -1.94366 -3.67685
C 2.90098 0.72593 -2.56579
C 3.93195 1.22118 -1.77450
C 4.77368 2.22323 -2.25573
C 4.57719 2.73992 -3.52744
C 3.53011 2.26824 -4.31330
C 2.69275 1.26923 -3.83408
C 1.64118 -2.82845 1.65538
C 0.64374 -2.56567 2.58848
C 0.85055 -2.74484 3.95395
C 2.07753 -3.19343 4.40793
C 3.09813 -3.43460 3.49267
C 2.88927 -3.24342 2.13498
C 2.33581 -3.87205 -0.76278
C 3.71308 -3.82284 -0.96436
C 4.44742 -4.99408 -1.12582
C 3.81959 -6.22872 -1.05145
C 2.44887 -6.28828 -0.83573
C 1.71585 -5.11877 -0.67598
H 0.48930 -2.99579 -3.33527
H 1.38255 -4.86508 -4.67039
H 3.74662 -4.84748 -5.42260
H 5.19460 -2.92381 -4.84001
H 4.32758 -1.12387 -3.39333
H 4.07423 0.79523 -0.78838
H 5.57867 2.59728 -1.63394
H 5.23112 3.51732 -3.90520
H 3.36090 2.68485 -5.29875
H 1.86663 0.90991 -4.43627
H -0.31803 -2.20349 2.24471
H 0.04523 -2.52504 4.64407
H 2.24616 -3.35060 5.46693
H 4.06631 -3.77514 3.84059
H 3.70580 -3.41949 1.44739
H 4.18648 -2.85033 -0.99143
H 5.51651 -4.94014 -1.29296
H 4.39579 -7.14062 -1.15501
H 1.95032 -7.24867 -0.78516
H 0.64647 -5.15445 -0.51075
C -0.24961 0.87960 4.12947
O -1.15644 -0.11429 3.65558
H -0.14986 0.70509 5.19945
H -0.63323 1.88365 3.94344
H 0.72210 0.80968 3.64054
H -1.16382 -0.11204 2.69054
N -1.87997 3.67779 0.46285
H -1.91529 2.70708 0.76546
H -1.79764 3.65358 -0.54957
H -0.97006 3.97865 0.79892
C -6.75748 -0.26078 4.53895
C -5.41749 -0.00361 4.76415
C -4.57143 0.29489 3.69477
C -5.05653 0.33197 2.39104
C -6.41336 0.06573 2.18060
C -7.25640 -0.22615 3.23750
P -3.83846 0.68397 0.99979
C -4.29304 -0.86533 0.08458
C -3.74088 -2.04845 0.58660
C -4.03352 -3.27558 0.01537
C -4.89634 -3.34276 -1.06965
C -5.47091 -2.18107 -1.56399
C -5.17887 -0.95188 -0.98735
C -4.78702 2.03042 0.15872
C -4.75674 2.23016 -1.22347
C -5.47420 3.26472 -1.81012
C -6.20493 4.14160 -1.02351
C -6.21191 3.97861 0.35679
C -5.51695 2.93059 0.93858
H -7.41741 -0.48653 5.36852
H -5.01865 -0.03597 5.77137
H -3.51769 0.48470 3.86801
H -6.80974 0.09529 1.17096
H -8.30469 -0.43083 3.05267
H -3.02758 -1.98258 1.40163
H -3.56500 -4.17376 0.39693
H -5.11914 -4.29840 -1.52808
H -6.14494 -2.22912 -2.41074
H -5.63271 -0.05710 -1.39108
H -4.15262 1.60148 -1.86301
H -5.42939 3.38700 -2.88579
H -6.75255 4.95878 -1.47859
H -6.74585 4.68311 0.98418
H -5.52571 2.82214 2.01669
O -2.13329 0.96562 -0.86583
H -2.18526 0.13085 -1.35975
H -1.78724 1.61951 -1.51198
F -1.08025 2.09116 -5.03178
B -2.17003 2.20550 -4.17516
F -1.73000 2.64753 -2.88192
F -2.81289 0.95524 -3.98967
F -3.09954 3.14246 -4.66782
F 6.67869 6.72369 2.63142
C 6.77787 5.42443 2.27668
F 7.55585 4.82857 3.21006
F 7.50367 5.40333 1.13283
C 5.44928 4.76035 2.12964
C 5.37827 3.37028 2.11174
C 4.16604 2.74215 1.90140
C 2.99279 3.48665 1.67946
C 3.08506 4.88003 1.72428
C 4.29983 5.51069 1.94674
C 1.77038 2.81136 1.38889
C 0.80058 2.09535 1.14248
H 6.27978 2.78700 2.25684
H 4.09115 1.66148 1.88571
H 2.18739 5.46496 1.56932
H 4.35514 6.59101 1.97610